Entry 1:
ORCA calculation (ωB97M-V/def2-TZVPD) on C5H8O in the gas phase at a distorted geometry.

Each line ends with the Mulliken charge.
Cartesian coordinates (Å):
1 C -0.25302 -0.11052 -0.96664  -0.45
2 C 1.05535 0.59053 -1.03894  -0.67
3 C 0.27041 0.93685 0.15961  -0.33
4 O -1.36778 0.26439 1.59671  -0.55
5 C -0.06663 -0.13528 1.17369  -0.16
6 C -0.20699 -1.21930 0.09765  -0.50
7 H -0.88756 -0.20832 -1.86159  0.38
8 H -1.76595 0.43644 0.72899  0.42
9 H 1.99667 0.06464 -0.98999  0.25
10 H 1.00073 1.44504 -1.71727  0.24
11 H 0.17337 1.96824 0.52306  0.41
12 H 0.53843 -0.32495 2.06740  0.38
13 H 0.63846 -1.90792 -0.01197  0.30
14 H -1.12549 -1.79982 0.23928  0.28

Energy above the lowest of the compared OMol25 structures with the same formula, charge and spin = 259.35 kJ/mol
Net charge = 0

Entry 2:
ORCA calculation (ωB97M-V/def2-TZVPD) on a 6-piece molecular cluster, C18H29BrN5O2 overall at a distorted geometry.

Each line ends with the Mulliken charge.
Cartesian coordinates (Å):
1 Br 2.58883 0.83231 -0.27077  -0.99
2 C -0.94719 -2.69749 -4.23072  -0.93
3 C 0.04609 -3.84707 -4.46202  0.69
4 O -0.16773 -4.70816 -5.30469  -0.65
5 N 1.13972 -3.93660 -3.69653  -0.24
6 C 2.20263 -4.96688 -4.09873  -0.89
7 H -0.81013 -2.05284 -5.09893  0.23
8 H -0.65518 -2.15874 -3.32929  0.31
9 H -1.98324 -2.98626 -4.05371  0.28
10 H 1.44953 -3.19442 -3.08557  0.25
11 H 1.90100 -5.78413 -4.75389  0.32
12 H 2.71868 -5.44040 -3.26352  0.32
13 H 2.99463 -4.57315 -4.73576  0.31
14 C 2.06472 2.04293 6.14543  -0.94
15 C 3.49032 1.53750 6.31860  0.56
16 O 3.80937 0.98008 7.29958  -0.59
17 N 4.27198 1.60141 5.21407  -0.22
18 C 5.62481 1.13142 5.13866  -0.75
19 H 1.66593 1.89671 5.14158  0.37
20 H 2.09894 3.06030 6.53515  0.22
21 H 1.46167 1.42683 6.81241  0.27
22 H 3.77271 1.79160 4.35694  0.25
23 H 6.13879 1.46262 6.04101  0.24
24 H 6.24669 1.47004 4.30999  0.31
25 H 5.47179 0.05302 5.18038  0.27
26 N -3.77601 1.67075 0.41234  0.00
27 C -4.42778 1.86811 1.57626  -0.52
28 C -5.84370 1.85808 1.43418  -0.26
29 C -6.00050 1.62951 0.07153  -0.34
30 C -4.74083 1.60437 -0.58113  -0.55
31 H -2.78869 1.75043 0.21506  0.24
32 H -3.84471 2.00982 2.47422  0.37
33 H -6.64719 1.99372 2.14298  0.38
34 H -7.00002 1.75525 -0.31775  0.34
35 H -4.49484 1.47759 -1.62507  0.36
36 N 0.77736 4.21430 -5.47489  -0.08
37 C 0.39408 3.76979 -6.73685  -0.47
38 C -0.04977 4.90010 -7.40492  -0.39
39 C -0.00324 5.97587 -6.52583  -0.35
40 C 0.34919 5.51319 -5.36126  -0.42
41 H 0.92808 3.63866 -4.65878  0.25
42 H 0.54595 2.73912 -7.02155  0.37
43 H -0.28482 4.86424 -8.45842  0.37
44 H -0.16665 7.03204 -6.68138  0.37
45 H 0.31307 6.08813 -4.44773  0.35
46 N -0.25367 -3.19223 3.45820  -0.03
47 C -1.07762 -3.95031 2.70375  -0.38
48 C -1.88626 -4.65119 3.60859  -0.52
49 C -1.37618 -4.43945 4.91851  -0.35
50 C -0.37796 -3.52007 4.81803  -0.46
51 H 0.37636 -2.57514 2.96590  0.22
52 H -1.09731 -3.81448 1.63251  0.39
53 H -2.70274 -5.27655 3.27892  0.36
54 H -1.70702 -4.76338 5.89422  0.37
55 H 0.26808 -3.11093 5.58069  0.38

Net charge = -1

Entry 3:
ORCA calculation (ωB97M-V/def2-TZVPD) on C42H67NO6P3SiTeTl as an isolated structure at a distorted geometry.

Each line ends with the Mulliken charge.
Cartesian coordinates (Å):
1 Tl -2.86659 -1.28268 -2.41696  1.00
2 C -0.34616 3.29318 -1.80633  -1.22
3 Si -0.34605 2.05790 -0.36929  0.06
4 C -1.25003 2.72917 1.13008  0.62
5 C -1.60321 4.06787 1.29574  -0.31
6 C -2.31668 4.48296 2.40850  -0.90
7 C -2.70014 3.54428 3.35738  -0.93
8 C -2.34690 2.21235 3.20390  -0.17
9 C -1.60691 1.78986 2.09937  -0.38
10 P -0.94010 0.07805 1.85812  1.49
11 C 0.14994 0.15902 3.53129  0.29
12 C -0.31185 0.53279 4.94910  -0.68
13 C 0.64385 -0.00037 6.03925  -1.02
14 C 2.08207 -0.03246 5.52850  -0.86
15 C 2.21099 -1.05982 4.39210  -0.26
16 C 0.89472 -1.17545 3.60764  -0.12
17 C -2.37095 -0.92911 2.59878  0.03
18 C -3.82965 -0.53585 2.28894  -1.32
19 C -4.41602 -1.15974 1.02401  0.48
20 C -4.20751 -2.66942 0.99834  -1.55
21 C -2.71220 -2.96130 1.08498  -0.02
22 C -2.16459 -2.44391 2.41055  -0.85
23 C 1.49250 2.10823 0.19990  1.09
24 C 1.82937 3.32053 0.81845  -0.67
25 C 3.11419 3.61888 1.22800  -1.03
26 C 4.12542 2.69942 1.01836  -1.22
27 C 3.83125 1.49642 0.40575  -0.50
28 C 2.53488 1.17807 -0.00900  0.51
29 P 2.21406 -0.43960 -0.82875  0.12
30 C 3.59739 -0.19770 -2.07329  0.00
31 C 3.15693 0.92113 -3.03687  -0.83
32 C 3.93111 0.85734 -4.36490  -0.93
33 C 5.29486 0.19777 -4.17677  -0.75
34 C 5.11707 -1.27398 -3.76954  -0.85
35 C 3.87339 -1.46208 -2.88197  -0.75
36 C 2.94989 -1.62448 0.45175  1.95
37 C 2.24893 -2.97609 0.24354  -1.18
38 C 2.51166 -3.94791 1.40647  -0.44
39 C 3.90176 -3.73290 2.02626  -0.35
40 C 4.86694 -3.22941 0.95795  -1.04
41 C 4.47799 -1.80302 0.54228  -0.42
42 H 0.16662 4.21105 -1.50632  0.34
43 H -1.35534 3.54627 -2.13342  0.19
44 H 0.18991 2.87916 -2.66166  0.25
45 H -1.30555 4.79736 0.54864  0.40
46 H -2.56792 5.52914 2.54141  0.37
47 H -3.27463 3.85452 4.22350  0.42
48 H -2.65579 1.50201 3.95828  0.40
49 H 0.88193 0.91519 3.20648  0.10
50 H -1.30690 0.12641 5.16321  0.04
51 H -0.38121 1.61984 5.03281  0.44
52 H 0.35335 -1.01534 6.32986  0.32
53 H 0.57301 0.62347 6.93611  0.53
54 H 2.77494 -0.27489 6.33993  0.55
55 H 2.34459 0.96374 5.16196  0.28
56 H 2.47477 -2.03873 4.80834  0.37
57 H 3.02309 -0.76254 3.72145  -0.18
58 H 0.24823 -1.91378 4.09443  0.39
59 H 1.09333 -1.53184 2.59344  -0.56
60 H -2.23211 -0.74006 3.66609  0.59
61 H -3.91540 0.54822 2.21717  0.39
62 H -4.43860 -0.85766 3.14708  0.40
63 H -3.91454 -0.73196 0.15805  -0.86
64 H -5.48014 -0.91521 0.95565  0.49
65 H -4.63535 -3.07838 0.07981  0.49
66 H -4.71864 -3.13632 1.85185  0.47
67 H -2.19795 -2.44415 0.27139  -0.36
68 H -2.52265 -4.03504 0.99088  0.50
69 H -1.10047 -2.67976 2.48556  -0.16
70 H -2.68087 -2.96755 3.22777  0.54
71 H 1.03973 4.04386 0.99797  0.27
72 H 3.33094 4.56479 1.71128  0.37
73 H 5.14230 2.91955 1.32392  0.36
74 H 4.64319 0.80439 0.22443  0.25
75 H 4.50674 0.12071 -1.55106  0.43
76 H 3.29271 1.89377 -2.55448  0.44
77 H 2.08897 0.80329 -3.24894  0.10
78 H 4.04694 1.86225 -4.78062  0.46
79 H 3.35646 0.26623 -5.07545  0.39
80 H 5.85985 0.73506 -3.40668  0.26
81 H 5.87205 0.25933 -5.10366  0.46
82 H 6.01671 -1.62151 -3.24959  0.28
83 H 4.99735 -1.88659 -4.66659  0.46
84 H 4.00230 -2.33773 -2.23897  0.00
85 H 3.01147 -1.63740 -3.52103  0.53
86 H 2.58152 -1.21445 1.39931  -0.60
87 H 2.58948 -3.42023 -0.69705  0.46
88 H 1.17397 -2.80240 0.14386  0.09
89 H 2.42987 -4.97477 1.03945  0.47
90 H 1.74892 -3.81806 2.17766  0.05
91 H 4.26268 -4.66400 2.47135  0.52
92 H 3.84436 -2.98776 2.82620  -0.10
93 H 4.83043 -3.90143 0.09534  0.32
94 H 5.89542 -3.22895 1.33047  0.54
95 H 4.96184 -1.57034 -0.40857  -0.12
96 H 4.87435 -1.11496 1.29269  0.24
97 O -0.97027 -3.60153 -3.03721  -0.64
98 H -0.42793 -3.06460 -2.44615  0.33
99 H -0.95088 -3.12848 -3.88401  0.28
100 O -1.94825 -0.04255 -0.02105  0.19
101 O -1.18200 0.78071 -0.97300  -0.53
102 N -0.71635 -1.51425 -5.30126  -0.95
103 C -1.25751 -0.98994 -4.41364  0.09
104 C -4.76791 3.22253 -1.94245  -0.99
105 C -5.19263 1.78728 -1.68437  0.11
106 O -4.67723 0.93517 -2.70130  0.31
107 P -5.81432 0.01400 -3.53315  0.21
108 O -6.16221 -1.15068 -2.69036  -0.77
109 Te -7.46109 1.42273 -4.41644  -0.46
110 O -4.76763 -0.53238 -4.67094  -0.31
111 C -4.51215 0.23644 -5.85477  -0.31
112 C -3.44572 1.30534 -5.67601  -0.33
113 H -5.09411 3.87064 -1.12644  0.42
114 H -5.20967 3.58166 -2.87324  0.30
115 H -3.68034 3.26875 -2.01754  -0.15
116 H -6.28607 1.72339 -1.66831  0.61
117 H -4.81316 1.45326 -0.71369  -0.39
118 H -5.44694 0.71432 -6.16337  0.21
119 H -4.21522 -0.47937 -6.62652  0.25
120 H -3.74485 1.99589 -4.88810  -0.04
121 H -3.30168 1.85472 -6.60869  0.44
122 H -2.50977 0.84314 -5.38055  -0.05

Energy above the lowest of the compared OMol25 structures with the same formula, charge and spin = 105.73 kJ/mol
Net charge = -2

no.,energy (Ha),Kohn-Sham gap (eV),LUMO (eV)
1,-270.459111,10.707,1.16
2,-3701.582767,6.709,2.33
3,-3900.981080,6.087,3.78